The following is a quantum chemistry calculation of a structure of composition C31H57BClN3O13V in a non-equilibrium geometry, from the OMol25 dataset.

The geometry in XYZ format:
```
107
Properties=species:S:1:pos:R:3:mulliken_charge:R:1
O -11.868 -15.978 16.608 -0.714
V -12.964 -15.789 15.467 0.979
O -12.473 -15.116 14.095 -0.642
Cl -14.835 -14.349 16.745 -0.732
O -12.926 -17.947 18.220 -0.531
C -13.626 -18.368 19.148 0.398
O -13.746 -19.648 19.544 -0.567
B -14.698 -19.759 20.645 1.227
O -15.213 -18.399 20.797 -0.645
C -14.712 -17.643 19.887 0.655
O -15.053 -16.503 19.675 -0.608
O -15.700 -20.743 20.300 -0.515
C -15.989 -21.506 21.281 0.674
O -16.977 -22.239 21.314 -0.675
C -14.826 -21.247 22.328 0.514
O -14.057 -20.230 21.838 -0.420
O -14.636 -21.975 23.348 -0.644
C -12.303 -20.259 14.510 -1.683
C -12.038 -18.644 14.141 1.314
C -11.521 -18.564 12.687 -0.807
C -12.540 -18.795 11.605 -0.826
C -13.829 -17.834 11.837 -0.665
C -14.396 -17.923 13.247 1.381
N -13.301 -17.839 14.264 1.782
O -13.817 -17.878 15.553 -0.158
C -15.335 -16.643 13.336 -1.786
C -15.199 -19.221 13.250 -1.728
C -10.916 -18.148 14.984 -2.116
H -12.921 -20.787 13.784 0.293
H -12.720 -20.265 15.516 0.369
H -11.406 -20.877 14.558 0.444
H -11.112 -17.562 12.556 -0.111
H -10.731 -19.289 12.494 0.408
H -12.827 -19.832 11.428 0.593
H -12.074 -18.703 10.624 0.489
H -14.616 -18.098 11.130 0.492
H -13.536 -16.818 11.574 -0.558
H -14.827 -15.775 12.916 0.144
H -16.183 -16.834 12.678 0.511
H -15.782 -16.342 14.283 0.345
H -14.879 -19.977 12.534 0.353
H -15.322 -19.760 14.189 0.204
H -16.186 -18.918 12.899 0.480
H -10.672 -17.128 14.688 0.259
H -10.021 -18.769 15.022 0.403
H -11.252 -18.155 16.021 0.424
H -14.125 -18.786 15.596 0.227
C -8.782 -13.463 14.273 -1.722
C -8.765 -12.507 15.492 1.880
C -8.115 -11.191 14.961 -1.325
C -9.053 -10.133 14.362 -0.586
C -10.114 -9.928 15.413 -1.525
C -10.987 -11.168 15.745 1.728
N -10.078 -12.293 16.037 0.197
O -10.667 -13.399 16.623 -0.050
C -11.836 -10.738 16.973 -2.090
C -11.890 -11.515 14.499 -1.172
C -7.855 -13.110 16.567 -2.003
H -7.844 -13.500 13.720 0.485
H -9.477 -13.146 13.495 0.365
H -9.064 -14.473 14.571 0.120
H -7.433 -10.783 15.707 0.377
H -7.464 -11.480 14.136 0.384
H -9.487 -10.377 13.392 0.273
H -8.483 -9.227 14.158 0.412
H -10.741 -9.150 14.979 0.546
H -9.675 -9.473 16.301 0.336
H -12.303 -9.770 16.787 0.391
H -12.538 -11.564 17.090 0.482
H -11.287 -10.650 17.910 0.398
H -12.487 -12.410 14.674 0.153
H -12.470 -10.719 14.032 0.427
H -11.223 -11.826 13.694 -0.019
H -8.199 -14.074 16.942 0.321
H -7.905 -12.557 17.504 0.488
H -6.843 -13.294 16.206 0.398
H -10.605 -13.162 17.551 0.233
C -12.552 -14.833 8.863 -2.190
C -11.710 -14.035 9.838 2.249
C -10.754 -15.009 10.593 0.562
C -9.562 -15.483 9.790 -1.274
C -8.793 -14.326 9.166 -1.134
C -9.716 -13.330 8.390 1.436
N -10.943 -12.999 9.089 0.390
O -11.760 -12.225 8.295 -0.517
C -8.877 -12.033 8.318 -1.846
C -9.997 -13.936 6.950 -1.627
C -12.637 -13.484 10.880 -1.860
H -12.060 -15.740 8.512 0.419
H -12.960 -14.329 7.986 0.357
H -13.427 -15.197 9.401 0.542
H -10.510 -14.526 11.539 -0.133
H -11.343 -15.919 10.710 -0.673
H -9.989 -16.098 8.999 0.295
H -8.962 -16.121 10.439 0.577
H -8.110 -14.843 8.493 0.418
H -8.277 -13.637 9.835 0.379
H -9.445 -11.229 7.849 0.403
H -8.645 -11.616 9.297 0.382
H -7.977 -12.336 7.782 0.395
H -9.129 -14.369 6.452 0.366
H -10.864 -14.592 7.029 0.379
H -10.289 -13.143 6.262 0.374
H -13.243 -14.163 11.479 -0.152
H -13.291 -12.816 10.320 0.554
H -12.115 -12.887 11.628 0.437
H -11.737 -11.355 8.700 0.361
```

Results
LUMO (alpha / beta) (eV): 3.42 / 3.42
Spin multiplicity: 2
DFT total energy (Ha): -3786.96568
Charge: -2
Gap between HOMO and LUMO (alpha / beta) (eV): 4.511 / 6.311
<S²>: 0.758